C10H30Co3FN10O28P2 | ωB97M-V/def2-TZVPD

Cartesian coordinates (Å):
Co  0.2356  -2.5832  -0.9261
Co  -2.1493  -0.5726  -0.8901
Co  1.4375  0.2744  -1.7914
P  0.0848  -0.2694  0.4532
O  0.4029  -1.7686  0.8204
O  -0.1960  -0.5860  -1.0450
O  1.3186  0.5521  0.0966
O  -1.3860  0.2631  0.5983
P  -2.0214  -2.9998  -2.0721
O  -0.6286  -3.5314  -2.3971
O  -1.8413  -2.6600  -0.5975
O  -3.2545  -3.8729  -1.8643
O  -2.3916  -1.5462  -2.4461
F  1.9930  -1.7007  -1.9416
C  3.3913  2.7029  1.2559
N  4.6205  3.3835  1.7178
O  4.7961  3.4542  2.9657
O  5.3298  3.8465  0.8601
H  3.7130  1.8608  0.6431
H  2.7884  3.4006  0.6748
H  2.9540  2.1385  2.0795
C  1.3853  -6.6130  -0.5480
N  0.3756  -5.5672  -0.2079
O  0.8142  -4.3961  -0.2515
O  -0.7207  -5.8551  0.1927
H  1.0597  -7.2491  -1.3710
H  1.3702  -7.2545  0.3331
H  2.3560  -6.1654  -0.7616
C  5.2799  2.1948  -2.6599
N  3.9473  1.9441  -2.0700
O  3.2045  2.8673  -1.7835
O  3.5792  0.7739  -1.8004
H  5.6536  3.1869  -2.4065
H  5.1444  2.1440  -3.7402
H  6.0515  1.4977  -2.3330
C  -1.1261  -1.0046  -5.2284
N  -0.5550  0.2664  -4.6597
O  -0.8866  1.3116  -5.1952
O  0.2144  0.1572  -3.7380
H  -0.3518  -1.7701  -5.1767
H  -1.3318  -0.6726  -6.2461
H  -2.0475  -1.2932  -4.7225
C  -0.6166  3.3621  -0.0925
N  -0.0513  3.3455  -1.4969
O  0.4728  2.3297  -1.8972
O  0.1726  4.4274  -1.9485
H  -0.7671  4.3829  0.2589
H  0.0628  2.8329  0.5757
H  -1.5970  2.8858  -0.0927
C  -4.2065  1.4117  2.1033
N  -4.0441  0.5112  3.2742
O  -3.1043  0.7170  4.0136
O  -4.9931  -0.1885  3.5729
H  -4.0980  2.4578  2.3894
H  -5.1734  1.1388  1.6804
H  -3.5401  1.1855  1.2709
C  3.3017  -1.7639  1.8630
N  3.0837  -0.8959  3.0421
O  2.2489  -1.2570  3.8566
O  3.7890  0.0914  3.1580
H  4.3263  -2.1259  1.7785
H  2.9341  -1.0698  1.1072
H  2.5694  -2.5695  1.9168
C  -0.0221  1.6753  3.2015
N  -0.7287  2.9288  3.7285
O  -0.5540  3.2120  4.9481
O  -1.3401  3.5588  2.9570
H  0.6368  1.8768  2.3568
H  -0.7773  1.0380  2.7415
H  0.4321  1.1314  4.0298
C  -1.1107  -1.9519  3.5939
N  -2.2726  -2.6964  3.1117
O  -2.8243  -3.4463  3.9317
O  -2.5983  -2.5700  1.9581
H  -0.1684  -2.4954  3.5248
H  -1.3555  -1.6839  4.6217
H  -1.1369  -1.0174  3.0335
C  -4.8272  1.3685  -2.9823
N  -3.4493  1.8411  -2.6802
O  -2.8627  2.7495  -3.2397
O  -2.9834  1.2875  -1.7007
H  -4.7406  0.8629  -3.9440
H  -5.5142  2.2101  -3.0707
H  -5.1859  0.6217  -2.2740

Forces on the atoms, in the same order (eV/Å):
-0.36 0.28 -0.46
-0.74 -2.30 -0.76
-0.14 -1.57 -0.70
-1.56 -4.37 -3.31
0.59 3.06 3.62
0.19 -0.14 -4.34
1.54 2.54 4.12
1.49 2.17 4.79
-4.28 -2.56 3.38
0.42 -0.64 -2.91
2.50 1.97 4.45
0.65 -0.56 -3.48
-1.00 1.84 -4.59
0.00 0.76 0.07
0.17 -1.43 0.09
-0.62 0.02 2.95
0.02 0.02 -3.04
0.63 0.22 0.03
0.11 0.34 -0.48
0.00 -0.18 0.33
-0.33 0.90 0.19
-0.34 -0.71 0.27
0.07 1.87 0.19
0.35 -2.18 0.27
0.73 -0.36 -0.53
-0.31 0.44 -0.09
0.39 0.04 0.00
-0.38 0.09 0.19
0.70 0.35 -0.41
-2.13 -0.32 2.09
1.47 -0.10 -1.04
1.37 0.81 -1.30
-0.66 0.04 0.16
0.00 -0.15 0.06
-0.66 -0.41 0.06
0.26 0.63 -0.89
-0.81 -0.33 -0.52
0.25 -0.33 0.55
0.63 0.18 0.35
-0.25 0.06 0.23
-0.08 -0.52 -0.07
0.30 0.14 0.49
-1.15 -0.21 0.15
1.73 0.20 2.78
-0.71 -0.52 -0.86
-0.43 1.20 -1.42
0.33 -0.01 -0.51
-0.06 -0.16 -0.51
0.29 -0.37 -0.06
-0.55 -0.56 -1.50
-0.98 1.10 1.04
0.79 -0.27 -0.25
0.41 -0.28 -0.54
-0.06 -0.31 0.26
-0.20 0.49 0.39
0.76 -0.19 0.59
-1.20 0.17 -0.31
0.59 -0.99 1.21
0.14 0.55 -0.28
-0.32 0.08 -0.12
-0.09 0.55 0.07
0.54 -0.45 -0.79
0.21 0.10 0.03
-0.71 -0.43 0.37
3.09 -2.02 3.79
-0.56 -0.63 -2.72
-1.84 1.83 -1.89
0.28 0.63 0.48
-0.45 0.27 0.28
0.18 0.41 -0.14
-0.21 1.46 0.73
-0.58 -1.56 0.17
0.38 0.53 -0.59
-0.21 0.22 0.44
-0.36 -0.01 -0.31
0.26 -0.28 0.07
0.51 -0.36 -0.19
-0.36 -0.12 -1.48
0.22 0.56 1.25
-1.21 -0.74 -0.38
0.57 0.00 0.64
-0.13 0.13 -0.11
0.31 0.06 0.00
0.55 0.35 0.20

Computed properties:
**Spin multiplicity**: 10
**Kohn-Sham gap (spin up / spin down)**: 4.35 / 4.55 eV
**HOMO energy (spin up / spin down)**: -3.811 / -4.039 eV
**Charge**: -1
**⟨S²⟩**: 24.777

C4H7NS3 | ωB97M-V/def2-TZVPD

Cartesian coordinates (Å):
C  -2.4521  -1.3451  -0.2588
C  -1.3272  -0.5081  0.1594
C  1.2357  0.5335  -0.1057
C  0.8033  1.9828  -0.4088
H  -1.9968  -2.3646  -0.2628
H  -2.8242  -1.3699  -1.3271
H  -3.1399  -1.3434  0.4718
H  1.0975  2.3197  -1.4319
H  1.3240  2.8541  0.2395
H  -0.2487  2.1271  -0.2362
H  3.9098  -1.2647  1.1032
N  2.1993  0.2661  0.7733
S  -1.3270  0.1095  1.6481
S  0.0849  -0.6124  -0.9494
S  2.6614  -1.3847  0.5854

Forces on the atoms, in the same order (eV/Å):
2.22 -2.38 -4.01
1.24 0.24 0.07
0.95 1.74 2.47
2.18 2.06 1.34
-0.30 0.25 0.31
0.26 0.95 1.16
-2.86 0.16 2.11
-0.46 -0.81 0.47
-0.87 -2.45 -0.97
-0.48 -0.12 -0.23
-0.50 0.15 0.03
-2.25 -0.15 -4.03
0.26 0.55 0.10
0.12 0.16 0.40
0.50 -0.34 0.79

Computed properties:
**Kohn-Sham gap**: 8.52 eV
**SMILES**: CC(=S)S/C(C)=N\S
**HOMO energy**: -8.803 eV

H4O2 | ωB97M-V/def2-TZVPD

Cartesian coordinates (Å):
H  -1.7454  -0.4927  0.6399
H  -0.4872  -0.2908  -0.1946
H  2.0403  -0.5115  0.2260
H  1.1725  0.6717  0.6235
O  -1.4263  0.0713  -0.0695
O  1.3038  0.0066  -0.0923

Forces on the atoms, in the same order (eV/Å):
-0.32 0.04 0.06
-1.69 0.86 -0.01
0.34 -0.36 -0.01
0.02 -0.56 -0.86
1.75 -0.90 -0.07
-0.11 0.93 0.88

Computed properties:
**Kohn-Sham gap**: 11.56 eV
**SMILES**: O.O
**HOMO energy**: -10.905 eV

C4H9NOS | ωB97M-V/def2-TZVPD

Cartesian coordinates (Å):
C  0.0250  2.1417  0.8136
C  0.3758  0.5989  0.5410
C  -0.2377  -0.2351  -0.3727
C  -1.5573  0.0712  -1.0370
N  1.1533  -2.4842  0.5766
O  1.9897  -1.0305  -1.2419
S  0.7670  -1.7216  -0.9201
H  -0.3732  2.6968  -0.0473
H  0.8831  2.6824  1.3429
H  -0.7856  2.2415  1.5648
H  1.2303  0.3401  1.0852
H  -2.4129  -0.5541  -1.0664
H  -1.3495  0.2575  -2.0632
H  -1.7906  0.9951  -0.5978
H  0.2303  -2.8054  0.9180
H  1.8524  -3.1944  0.5042

Forces on the atoms, in the same order (eV/Å):
-0.06 -0.98 1.15
-2.48 1.38 -2.13
0.64 -0.11 2.74
1.96 0.40 -0.37
-2.31 1.26 0.37
2.07 0.30 -1.19
-1.01 0.57 0.84
0.62 -0.27 0.04
-0.90 -0.85 -1.25
0.22 -0.37 -0.25
1.31 -0.91 0.27
-0.41 -1.18 0.76
0.12 0.34 -1.18
-0.98 1.33 0.38
1.03 -0.31 0.20
0.17 -0.59 -0.38

Computed properties:
**Kohn-Sham gap**: 9.43 eV
**HOMO energy**: -8.730 eV

It is found that the energy above the lowest of the compared OMol25 structures with the same formula, charge and spin values, taken in the order of the records, are 390.8; 205.9; 12.3; 325.0 kJ/mol.
It is found that the DFT total energy values, taken in the order of the records, are -217243.128; -38254.993; -4159.811; -18664.158 eV.